{
  "formula": "C5H11N",
  "method": "ωB97M-V/def2-TZVPD",
  "elements": ["N", "C", "C", "C", "C", "C", "H", "H", "H", "H", "H", "H", "H", "H", "H", "H", "H"],
  "coordinates": [[-1.04432, 0.38119, 0.11762], [1.46957, 0.03564, -0.40792], [-0.41607, -0.01489, 1.36471], [-0.95820, 1.77360, -0.27885], [-0.17770, -1.89674, -0.40344], [0.12682, -0.48749, 0.06157], [-0.16014, -1.95577, -1.49812], [-0.05982, 2.30308, 0.07559], [0.16576, 0.73734, 1.90121], [0.56274, -2.60726, -0.01780], [-1.83234, 2.30309, 0.11419], [1.70679, 1.02397, -0.00683], [2.26616, -0.64569, -0.09075], [1.50421, 0.09363, -1.50209], [-0.99402, -0.67808, 2.00699], [-1.16956, -2.20907, -0.06546], [-0.99043, 1.84327, -1.37102]],
  "forces_ev_per_a": [[-0.1, 0.0, -0.1], [0.0, 0.1, 0.0], [0.0, 0.0, 0.3], [0.0, 0.2, -0.1], [0.0, 0.0, 0.0], [0.1, -0.1, 0.0], [0.0, 0.0, 0.1], [-0.1, -0.1, 0.0], [-0.1, -0.1, -0.1], [-0.1, 0.1, 0.0], [0.1, -0.1, 0.0], [-0.1, -0.1, 0.0], [-0.1, 0.1, 0.0], [0.0, 0.0, 0.1], [0.1, 0.1, -0.1], [0.1, 0.1, 0.0], [0.0, 0.0, 0.1]],
  "smiles": "CN1CC1(C)C",
  "e_tot_ev": -6852.4146,
  "lumo_energy_ev": 1.09,
  "spin_multiplicity": 1,
  "orbital_gap_ha": 0.36388,
  "fmax_ha_per_bohr": 0.0050
}

{
  "formula": "C5H11N",
  "method": "ωB97M-V/def2-TZVPD",
  "elements": ["N", "C", "C", "C", "C", "C", "H", "H", "H", "H", "H", "H", "H", "H", "H", "H", "H"],
  "coordinates": [[-1.19270, 0.51866, -0.53979], [-2.47112, -0.13785, -0.31805], [1.22475, -0.13021, -0.62281], [-0.06920, -0.07738, 0.15993], [-0.61789, 1.22485, 0.59579], [2.40799, -0.64211, 0.19731], [-2.50789, -1.04387, -0.93371], [-0.28630, -0.94342, 0.79157], [2.15369, -1.58491, 0.69597], [1.05519, -0.76786, -1.49858], [-3.29281, 0.51685, -0.62735], [3.27684, -0.82725, -0.44303], [-2.64056, -0.43352, 0.73315], [0.00893, 2.07480, 0.34681], [1.44891, 0.87158, -1.01720], [2.70972, 0.07421, 0.97116], [-1.20757, 1.30745, 1.50885]],
  "forces_ev_per_a": [[0.0, 0.0, -0.1], [-0.1, -0.1, 0.0], [0.0, 0.0, 0.0], [0.2, -0.2, 0.0], [0.1, 0.2, 0.2], [0.0, -0.1, 0.0], [0.0, 0.2, 0.1], [0.0, 0.1, -0.2], [0.1, 0.1, -0.1], [0.1, 0.0, 0.1], [0.2, -0.1, 0.1], [-0.1, 0.0, 0.1], [0.1, 0.1, -0.1], [-0.3, 0.2, 0.0], [-0.1, -0.2, 0.1], [-0.1, -0.1, -0.1], [0.1, -0.1, -0.1]],
  "smiles": "CC[C@H]1CN1C",
  "e_tot_ev": -6852.2951,
  "lumo_energy_ev": 1.21,
  "spin_multiplicity": 1,
  "orbital_gap_ha": 0.37586,
  "fmax_ha_per_bohr": 0.0075
}

{
  "formula": "C5H11N",
  "method": "ωB97M-V/def2-TZVPD",
  "elements": ["N", "C", "C", "C", "C", "C", "H", "H", "H", "H", "H", "H", "H", "H", "H", "H", "H"],
  "coordinates": [[0.07734, -1.20591, -0.24015], [1.57786, 0.62744, -0.31250], [-2.11348, -0.07634, -0.26214], [-0.68686, -0.12810, 0.38321], [0.17280, 1.17451, 0.15351], [1.48869, -0.87556, 0.04178], [2.16534, -1.58605, -0.51155], [-2.76115, -0.90309, 0.05230], [-0.25535, 1.86298, -0.61691], [-0.72802, -0.34678, 1.43013], [1.74032, 0.85171, -1.42433], [0.15491, 1.71251, 1.18604], [2.41689, 1.15875, 0.23588], [-2.63265, 0.84334, -0.02300], [-2.09492, 0.06030, -1.33907], [1.66472, -1.08556, 1.05873], [-0.18641, -2.08414, 0.18808]],
  "forces_ev_per_a": [[0.5, 0.3, -0.5], [0.5, 0.9, 0.2], [0.4, 0.7, 0.7], [-0.8, 0.5, -2.1], [-0.3, 0.0, 1.0], [-0.1, -0.7, -2.1], [-0.6, 1.0, 0.2], [0.3, 0.0, -0.3], [0.2, -0.6, 0.7], [-0.4, 0.3, 1.0], [-0.3, -0.7, 1.5], [0.5, -0.6, -1.9], [-0.9, -0.7, -0.6], [-0.2, 0.3, 0.9], [0.5, -0.8, -0.3], [0.6, 0.3, 1.7], [0.1, -0.1, -0.1]],
  "smiles": "C[C@@H]1CCCN1",
  "e_tot_ev": -6852.8676,
  "lumo_energy_ev": 1.15,
  "spin_multiplicity": 1,
  "orbital_gap_ha": 0.36360,
  "fmax_ha_per_bohr": 0.0449
}

{
  "formula": "C5H11N",
  "method": "ωB97M-V/def2-TZVPD",
  "elements": ["N", "C", "C", "C", "C", "C", "H", "H", "H", "H", "H", "H", "H", "H", "H", "H", "H"],
  "coordinates": [[-0.45341, -0.82985, -1.43226], [-0.84952, -0.83791, -0.07620], [0.67996, 1.30492, 0.75802], [-1.53000, -1.83357, 0.50400], [1.75831, 0.93177, -0.32780], [-0.69989, 0.55210, 0.53033], [-1.49502, -2.86904, 0.19636], [0.47405, 2.38315, 0.74597], [2.79664, 1.24613, -0.20686], [0.50978, -0.80779, -1.72837], [-1.33545, 1.24673, -0.10751], [1.33282, 1.35678, -1.23610], [-1.88309, -1.69728, 1.53046], [-1.12620, 0.52058, 1.51074], [0.98032, 0.94301, 1.76167], [1.74108, -0.15494, -0.32047], [-0.90037, -1.45481, -2.10198]],
  "forces_ev_per_a": [[-0.2, -0.8, -1.5], [0.3, 0.6, -0.6], [0.4, -1.5, -0.2], [0.8, 0.2, 1.1], [-1.4, 0.2, 0.9], [-0.4, 1.4, -0.8], [-0.3, 0.1, -0.6], [0.1, -0.3, 0.3], [-0.3, 0.3, 0.4], [0.2, 0.5, 0.7], [0.6, -0.9, 0.7], [0.4, -0.4, -0.4], [0.0, 0.1, -0.4], [-0.6, 0.0, 0.6], [0.3, 0.6, -0.5], [0.3, -0.1, -0.5], [-0.3, -0.1, 0.9]],
  "smiles": "C=C(N)CCC",
  "e_tot_ev": -6852.2662,
  "lumo_energy_ev": 1.09,
  "spin_multiplicity": 1,
  "orbital_gap_ha": 0.35350,
  "fmax_ha_per_bohr": 0.0341
}

{
  "formula": "C5H11N",
  "method": "ωB97M-V/def2-TZVPD",
  "elements": ["N", "C", "C", "C", "C", "C", "H", "H", "H", "H", "H", "H", "H", "H", "H", "H", "H"],
  "coordinates": [[1.56786, -0.59674, 0.55463], [-2.84852, -0.20059, -1.33098], [-1.55605, 0.37683, -0.81977], [0.45054, 0.36279, 0.61734], [2.81572, -0.02902, 1.09875], [-0.78970, -0.25551, 0.06458], [-1.37110, 1.35236, -1.26249], [-1.24442, -1.16269, 0.44180], [1.85568, -0.75147, -0.39852], [-3.73796, 0.18086, -0.82927], [0.30220, 0.55859, 1.68108], [0.72383, 1.28115, 0.09257], [3.48477, 0.42233, 0.36233], [2.74451, 0.73861, 1.87072], [-2.90033, -1.29475, -1.20384], [3.44676, -0.84621, 1.47123], [-2.94380, -0.13651, -2.41016]],
  "forces_ev_per_a": [[0.8, 0.8, 0.5], [0.0, -1.4, 0.1], [-0.8, -0.3, -0.5], [0.6, -1.1, 0.1], [1.1, -0.5, 0.2], [-0.8, 1.3, -0.6], [0.6, 0.0, 0.3], [0.7, -0.3, 0.3], [-0.8, -0.3, -0.5], [0.0, 0.4, -0.2], [0.0, 0.3, 0.0], [-0.4, 0.3, 0.0], [-0.3, 0.3, -0.5], [-0.6, -0.3, 0.2], [0.2, 0.2, 0.4], [-0.3, 0.1, 0.4], [-0.1, 0.7, -0.2]],
  "smiles": "C/C=C/CNC",
  "e_tot_ev": -6852.1624,
  "lumo_energy_ev": 1.22,
  "spin_multiplicity": 1,
  "orbital_gap_ha": 0.37339,
  "fmax_ha_per_bohr": 0.0320
}

{
  "formula": "C5H11N",
  "method": "ωB97M-V/def2-TZVPD",
  "elements": ["N", "C", "C", "C", "C", "C", "H", "H", "H", "H", "H", "H", "H", "H", "H", "H", "H"],
  "coordinates": [[-0.21488, -1.41598, 0.94113], [-1.95465, 1.41613, -0.88366], [0.78634, -0.46830, 0.59315], [-0.59857, 0.72905, -1.14688], [0.47217, 0.70881, -0.00826], [2.12770, -0.94547, 1.02700], [-2.70763, 0.83272, -0.33012], [0.90467, 1.71546, 0.37688], [2.84394, -0.14889, 0.85220], [-0.09570, 1.16798, -1.99653], [0.16528, -2.32863, 1.36866], [-2.58248, 1.37645, -1.89313], [2.34537, -1.77290, 0.35466], [-1.77673, 2.44469, -0.51124], [-0.86512, -0.35321, -1.21867], [2.13024, -1.31699, 2.08048], [-0.97995, -1.64091, 0.39435]],
  "forces_ev_per_a": [[3.0, -2.2, 1.7], [-1.1, 0.0, -2.4], [-1.5, 0.2, 0.6], [-0.7, -1.1, 2.8], [-0.1, 1.2, 0.0], [-0.2, 0.6, 1.0], [0.9, 0.3, 0.8], [0.1, -2.0, -1.4], [0.3, -0.1, 0.3], [-0.1, -0.3, -0.5], [-0.7, 2.0, -1.2], [1.6, 0.9, 1.6], [0.3, -0.1, 0.0], [-0.7, -0.5, -0.2], [0.5, 0.8, -1.0], [0.2, 0.3, -0.7], [-1.7, 0.1, -1.4]],
  "smiles": "CC/C=C(/C)N",
  "e_tot_ev": -6851.4284,
  "lumo_energy_ev": 1.05,
  "spin_multiplicity": 1,
  "orbital_gap_ha": 0.31222,
  "fmax_ha_per_bohr": 0.0796
}

{
  "formula": "C5H11N",
  "method": "ωB97M-V/def2-TZVPD",
  "elements": ["N", "C", "C", "C", "C", "C", "H", "H", "H", "H", "H", "H", "H", "H", "H", "H", "H"],
  "coordinates": [[1.20996, 0.69013, -0.36051], [-0.57232, -1.11891, 0.02457], [-1.28387, 0.96841, 0.07082], [0.01628, 0.28919, 0.48601], [-1.86279, -0.40602, -0.25756], [2.20228, -0.39093, -0.01009], [1.58950, 1.63232, -0.11121], [0.15696, -1.17850, -0.90474], [1.71984, -1.28308, 0.03596], [2.93062, -0.27619, -0.84204], [-2.61666, -0.68875, 0.42583], [-0.56613, -1.88010, 0.81660], [2.56503, -0.10992, 0.97049], [-1.94030, 1.64670, 0.75479], [-1.07292, 1.50331, -0.89240], [0.17460, 0.23494, 1.60434], [-2.40777, -0.48208, -1.21659]],
  "forces_ev_per_a": [[-1.2, -1.2, 1.7], [3.1, 1.8, -1.8], [-1.1, 1.6, -0.7], [0.4, 0.3, 1.1], [-1.7, 0.3, -1.0], [1.5, 5.0, -1.3], [-0.6, -1.2, 0.0], [-2.1, -1.3, 1.5], [-0.9, -2.6, -0.1], [0.1, -0.8, 1.0], [-0.8, -0.3, 1.1], [0.2, -0.1, -0.8], [0.8, -0.5, 0.2], [1.5, -1.2, -1.0], [-0.3, -0.1, 0.9], [0.3, 0.6, -0.9], [0.8, -0.2, 0.1]],
  "smiles": "CNC1CCC1",
  "e_tot_ev": -6851.0662,
  "lumo_energy_ev": 1.23,
  "spin_multiplicity": 1,
  "orbital_gap_ha": 0.37572,
  "fmax_ha_per_bohr": 0.1040
}